Molecular formula: C19H23IrN6S
Method: DFT, ωB97M-V/def2-TZVPD

CARTESIAN COORDINATES (ANGSTROEM)
Ir 0.61113 -0.00594 0.05613
C -2.58734 2.54899 -1.15304
C -1.30089 1.76278 -1.47759
C -0.14147 2.53412 -1.57043
C 1.08177 1.88474 -1.94014
C 2.26257 2.73740 -2.04496
C 1.09213 0.46192 -2.24574
C -0.14163 -0.27540 -2.30270
C -0.28640 -1.68648 -2.85856
C -1.28788 0.39998 -1.83480
H -3.35325 2.38739 -1.92806
H -2.40305 3.63279 -1.09332
H -2.96092 2.17808 -0.22211
H -0.05983 3.54977 -1.21805
H 3.20825 2.21903 -2.16518
H 2.27765 3.45261 -1.26096
H 2.13226 3.35732 -2.92487
H 2.02947 0.08340 -2.67563
H 0.10307 -1.79343 -3.86668
H -1.36210 -1.84950 -2.80828
H 0.15409 -2.41866 -2.22499
H -2.17118 -0.20971 -1.77805
N 2.01630 3.31108 2.96260
C 1.63628 2.25366 2.29826
S 2.50641 1.36122 1.10267
N 0.36096 1.91305 2.72995
N -0.20503 1.05024 1.98255
C -1.43123 0.67298 2.29948
C -2.04276 -0.42289 1.64325
C -3.33424 -0.91046 2.01632
C -3.76199 -2.10392 1.50230
C -2.90158 -2.78922 0.66813
C -1.60517 -2.32277 0.44348
N -1.21087 -1.13021 0.86246
H 2.95269 3.72228 2.87890
H 1.39247 3.64553 3.70888
H -2.00622 1.09988 3.10004
H -3.89471 -0.41024 2.80374
H -4.77265 -2.46757 1.70535
H -3.12153 -3.77636 0.29819
H -0.88732 -2.87572 -0.12712
N 2.77384 -2.16624 -0.32670
C 3.44301 -3.15617 0.35704
C 2.73189 -3.37686 1.53738
C 1.66511 -2.59277 1.46740
N 1.65945 -1.84603 0.32307
H 2.98456 -1.70393 -1.18840
H 4.39632 -3.56802 0.00180
H 2.91487 -3.97620 2.38276
H 0.84467 -2.38552 2.10422

Cartesian forces (eV/Å) of the 6 atoms listed first:
0.12 0.42 0.24
0.68 -0.55 -0.80
-1.04 1.84 -0.46
1.32 -2.22 0.28
-1.20 -0.92 0.13
0.57 -0.25 -0.82

Values from the calculation:
Charge: +3
2S+1: 6
ΔE to the lowest compared entry with this formula, charge and spin in kcal/mol: 14.2
Gap between HOMO and LUMO (spin up / spin down) in eV: 7.4 / 6.2
Molar mass in g/mol: 559.72
HOMO energy (spin up / spin down) in Eh: -0.656 / -0.683
Energy in eV: -42659.681